1.
{"formula": "C7H6OS2", "method": "ωB97M-V/def2-TZVPD", "de_lowest_kcal_mol": 107.2, "homo_lumo_gap_ev": [7.901, 7.925], "e_tot_ev": -31069.2444, "total_charge": 0, "symbols": ["C", "C", "C", "C", "C", "C", "C", "O", "S", "S", "H", "H", "H", "H", "H", "H"], "positions_angstrom": [[2.4808, -0.6411, 0.2746], [1.5781, -0.9533, 1.2647], [2.1542, 0.2200, -0.7854], [0.2729, -0.6181, 1.0907], [0.8484, 0.6588, -0.9316], [-0.0034, 0.2417, 0.0959], [-2.5373, 0.5458, -0.2111], [-2.8865, 1.7730, -0.7832], [-3.2639, -0.9464, -0.8659], [-3.4895, -0.2537, 1.1028], [3.4769, -0.9834, 0.5716], [1.8955, -1.5097, 2.1752], [2.9281, 0.5519, -1.5261], [-0.4748, -0.9164, 1.7141], [0.5044, 1.2711, -1.7327], [-3.4840, 1.5597, -1.4536]], "mulliken_charge": [-0.287, -0.379, -0.404, -0.395, -0.314, 0.166, 0.135, -0.373, -0.146, -0.154, 0.295, 0.306, 0.297, 0.440, 0.445, 0.369]}

---

2.
{"formula": "C7H7Br", "method": "ωB97M-V/def2-TZVPD", "de_lowest_kcal_mol": 38.7, "homo_lumo_gap_ev": 8.277, "e_tot_ev": -77411.1794, "smiles": "BrC1=CC=CC=CC1", "total_charge": 0, "symbols": ["C", "C", "C", "C", "C", "C", "C", "Br", "H", "H", "H", "H", "H", "H", "H"], "positions_angstrom": [[1.3708, -0.8759, -0.3011], [0.3114, -1.6537, -0.0859], [1.6276, 0.6235, -0.4339], [-1.0836, -1.3841, 0.2211], [-0.6458, 1.1922, 0.4266], [0.8257, 1.6321, -0.1781], [-1.6788, -0.1703, 0.3660], [-3.4382, 0.1685, 0.0136], [2.1933, -1.4782, -0.4815], [0.5095, -2.7830, -0.1377], [2.5963, 0.9334, -0.7806], [-1.8740, -2.2554, 0.1653], [-0.4269, 1.2851, 1.4010], [-1.3388, 2.0246, 0.1381], [1.0516, 2.7411, -0.3330]], "mulliken_charge": [-0.310, -0.200, -0.306, -0.251, -0.978, -0.161, 0.207, -0.119, 0.312, 0.194, 0.291, 0.200, 0.455, 0.346, 0.318]}

---

3.
{"formula": "C7H7BrN2", "method": "ωB97M-V/def2-TZVPD", "de_lowest_kcal_mol": 133.3, "homo_lumo_gap_ev": [6.642, 6.645], "e_tot_ev": -80388.2967, "total_charge": 0, "symbols": ["C", "C", "C", "C", "C", "C", "C", "N", "N", "Br", "H", "H", "H", "H", "H", "H", "H"], "positions_angstrom": [[1.2652, -1.9380, 0.3852], [-0.0282, -1.8044, 0.0226], [1.0159, 0.1754, 0.0846], [2.3292, 2.1985, 0.4144], [1.2322, 1.5892, -0.0309], [-1.3747, 0.0868, -0.5616], [-3.4743, -0.9317, -0.0229], [1.8913, -0.7155, 0.4223], [-0.2453, -0.4436, -0.1917], [-4.6664, 0.4595, -0.2321], [1.8166, -2.8256, 0.6320], [-0.8241, -2.5073, -0.0963], [2.4615, 3.2623, 0.3083], [3.1118, 1.6482, 0.9072], [0.4466, 2.1649, -0.5032], [-1.4178, 1.1652, -0.6354], [-3.5393, -1.5838, -0.9027]], "mulliken_charge": [-0.524, -0.141, 0.867, -0.870, -0.405, -0.205, -0.298, -0.513, 0.127, -0.100, 0.430, 0.419, 0.287, 0.324, 0.153, 0.244, 0.204]}

---

4.
{"formula": "C7H7BrO2", "method": "ωB97M-V/def2-TZVPD", "de_lowest_kcal_mol": 30.0, "homo_lumo_gap_ev": 9.201, "e_tot_ev": -81507.8178, "smiles": "O=C[C@@]1(Br)CCC=CC1=O", "total_charge": 0, "symbols": ["C", "C", "C", "C", "C", "C", "C", "O", "O", "Br", "H", "H", "H", "H", "H", "H", "H"], "positions_angstrom": [[0.6274, -0.1766, 1.7490], [1.4401, -0.7717, 0.8369], [-0.6029, 0.5080, 1.4345], [-1.7879, 1.3649, -0.9344], [1.2042, -1.0815, -0.5501], [0.3517, 0.0252, -1.1192], [-0.9838, 0.2431, -0.3544], [-1.3593, 1.0120, 2.1903], [-1.1988, 2.0993, -1.7005], [-2.0454, -1.3593, 0.0085], [1.1003, 0.1311, 2.6133], [2.4394, -0.9621, 1.2460], [-2.7658, 1.4301, -0.4889], [2.0966, -1.2846, -1.0981], [0.5235, -1.9074, -0.6657], [0.8810, 0.9899, -1.0639], [0.0797, -0.2605, -2.1032]], "mulliken_charge": [-0.611, 0.043, 0.498, -0.180, -0.858, -0.706, 0.269, -0.509, -0.490, -0.053, 0.435, 0.329, 0.388, 0.409, 0.300, 0.344, 0.392]}

---

5.
{"formula": "C7H7Cl21", "method": "ωB97M-V/def2-TZVPD", "homo_lumo_gap_ev": [2.837, 8.895], "e_tot_ev": -270342.2969, "s2": 0.753, "spin_multiplicity": 2, "total_charge": -1, "symbols": ["C", "Cl", "Cl", "Cl", "H", "C", "Cl", "Cl", "Cl", "H", "C", "Cl", "Cl", "Cl", "H", "C", "Cl", "Cl", "Cl", "H", "C", "Cl", "Cl", "Cl", "H", "C", "Cl", "Cl", "Cl", "H", "C", "Cl", "Cl", "Cl", "H"], "positions_angstrom": [[2.2246, 4.7886, -1.3091], [2.4797, 5.7107, -2.7772], [1.2858, 5.6113, -0.0253], [3.7920, 4.3170, -0.6133], [1.5934, 3.9255, -1.5207], [-4.4469, 0.6174, -0.6549], [-5.6222, 0.0168, 0.4633], [-5.3107, 1.1994, -2.0475], [-3.2192, -0.5626, -0.9483], [-3.8882, 1.4042, -0.1480], [0.9157, -4.4823, -0.2012], [1.1527, -5.1997, -1.7712], [0.5730, -5.5960, 1.0991], [-0.3802, -3.2783, -0.4038], [1.8223, -3.9370, 0.0610], [-1.9903, -2.1966, 3.6167], [-3.5626, -1.4942, 3.6376], [-2.1482, -3.9375, 3.9675], [-0.7223, -1.3307, 4.5884], [-1.6440, -2.0419, 2.5949], [0.2008, 0.1734, 0.4114], [1.2150, 1.5357, -0.2045], [-0.9409, 0.6009, 1.7566], [1.4295, -0.9205, 1.1363], [-0.3772, -0.4052, -0.3092], [4.7589, 0.5292, 2.2144], [6.1455, 1.6112, 2.0585], [5.0309, -0.7308, 3.4631], [4.2542, -0.2485, 0.7108], [3.9416, 1.1902, 2.5030], [-1.7975, 0.7067, -4.2573], [-2.2342, -0.9309, -4.6786], [-0.9864, 1.5430, -5.5876], [-0.7913, 0.6672, -2.8565], [-2.7532, 1.1442, -3.9685]], "mulliken_charge": [0.366, -0.158, -0.147, -0.111, 0.009, 0.059, -0.146, -0.157, 0.000, 0.230, 0.098, -0.151, -0.129, -0.063, 0.164, 0.437, -0.102, -0.158, -0.113, -0.087, 0.679, -0.341, -0.356, -0.273, -0.488, 0.131, -0.155, -0.154, -0.082, 0.232, 0.151, -0.141, -0.155, -0.006, 0.117]}

---

6.
{"formula": "C7H7Cl2N3S", "method": "ωB97M-V/def2-TZVPD", "de_lowest_kcal_mol": 20.8, "homo_lumo_gap_ev": [6.666, 6.665], "e_tot_ev": -47700.3940, "total_charge": 2, "symbols": ["C", "C", "C", "C", "C", "C", "C", "N", "N", "N", "S", "Cl", "Cl", "H", "H", "H", "H", "H", "H", "H"], "positions_angstrom": [[-2.4077, 2.5428, 0.0596], [0.8730, 0.5313, 0.9066], [0.7947, -1.4117, -0.4669], [-0.9332, 0.1462, -1.2448], [-1.9628, 0.0494, -0.0704], [-0.8236, 1.0194, -0.0173], [2.6863, -1.1355, 1.0059], [-1.1221, 2.3060, 0.1171], [-0.0566, -0.9311, -1.3447], [1.3396, -0.6262, 0.4895], [-3.3931, 1.1083, -0.1640], [1.6005, 1.7229, 1.7555], [1.3130, -2.9694, -0.6939], [-2.7064, 3.5532, 0.1614], [-1.3644, 0.4111, -2.2804], [-2.1122, -0.9532, 0.2445], [3.2667, -0.2402, 1.2904], [2.9104, -1.9031, 0.2865], [2.4622, -1.5778, 2.0892], [-0.3642, -1.6424, -2.1240]], "mulliken_charge": [-0.133, 0.519, 0.610, -0.509, -0.186, 0.525, -0.888, -0.530, -0.107, -0.066, -0.009, 0.067, -0.056, 0.477, 0.416, 0.406, 0.332, 0.359, 0.391, 0.381]}

---

7.
{"formula": "C7H7ClNPS", "method": "ωB97M-V/def2-TZVPD", "de_lowest_kcal_mol": 0.0, "homo_lumo_gap_ev": 8.365, "e_tot_ev": -41507.4383, "smiles": "C/N=P/Sc1ccccc1Cl", "total_charge": 0, "symbols": ["C", "C", "C", "C", "C", "C", "C", "N", "P", "S", "Cl", "H", "H", "H", "H", "H", "H", "H"], "positions_angstrom": [[-1.8414, 0.2601, 1.5836], [-1.0600, -0.8301, 1.9741], [-1.9909, 0.5586, 0.2410], [-0.3145, -1.5295, 1.0342], [-1.2353, -0.1253, -0.6893], [-0.3752, -1.1830, -0.3100], [2.4716, 1.3129, -0.7753], [1.7002, 0.2580, -1.1817], [1.4129, -0.4975, -2.4885], [0.4015, -2.1841, -1.5263], [-1.3224, 0.4834, -2.2830], [-2.5450, 0.6247, 2.3473], [-0.8744, -0.9287, 3.0277], [-2.8042, 1.1563, -0.0911], [0.4647, -2.3472, 1.1653], [1.7759, 2.1773, -0.2321], [3.2338, 0.9236, -0.0886], [2.9028, 1.8705, -1.7072]], "mulliken_charge": [-0.474, -0.609, -0.579, -0.340, 0.762, 0.181, -0.736, 0.119, -0.043, -0.155, -0.185, 0.323, 0.365, 0.382, 0.277, 0.213, 0.268, 0.231]}

---

8.
{"formula": "C7H7ClO4S2", "method": "ωB97M-V/def2-TZVPD", "de_lowest_kcal_mol": 20.9, "homo_lumo_gap_ev": 9.051, "e_tot_ev": -49751.5583, "smiles": "Cc1ccc(S23(=O)OS2(=O)(Cl)O3)cc1", "total_charge": 0, "symbols": ["C", "C", "C", "C", "C", "C", "C", "O", "O", "O", "O", "S", "S", "Cl", "H", "H", "H", "H", "H", "H", "H"], "positions_angstrom": [[-1.0361, -0.8125, 0.7719], [-1.7081, 0.8090, -0.8233], [0.2722, -0.2978, 0.7333], [-0.4247, 1.3852, -0.8108], [-2.0124, -0.3506, -0.1406], [0.5791, 0.7446, -0.1298], [-3.3703, -0.9640, -0.0901], [4.7677, -0.6010, 0.6594], [2.8808, 1.0143, 1.1553], [2.2379, 2.6678, -0.5754], [2.8953, 0.2380, -1.0424], [3.3608, -0.7306, 0.6592], [2.2496, 1.2837, -0.1974], [3.3348, -2.4946, -0.4661], [-1.4464, -1.6162, 1.3509], [-2.4389, 1.2872, -1.2689], [1.1048, -0.5528, 1.4580], [-0.0996, 2.2564, -1.3542], [-4.1869, -0.1483, -0.3554], [-3.3564, -1.9594, -0.6130], [-3.6034, -1.1584, 1.0795]], "mulliken_charge": [-0.881, -0.675, -0.507, -0.580, 0.630, 0.629, -1.078, -0.413, -0.489, -0.609, -0.424, 0.727, 1.286, -0.295, 0.374, 0.535, 0.390, 0.464, 0.317, 0.284, 0.314]}

---

Copy entry 2 word for word.
{"formula": "C7H7Br", "method": "ωB97M-V/def2-TZVPD", "de_lowest_kcal_mol": 38.7, "homo_lumo_gap_ev": 8.277, "e_tot_ev": -77411.1794, "smiles": "BrC1=CC=CC=CC1", "total_charge": 0, "symbols": ["C", "C", "C", "C", "C", "C", "C", "Br", "H", "H", "H", "H", "H", "H", "H"], "positions_angstrom": [[1.3708, -0.8759, -0.3011], [0.3114, -1.6537, -0.0859], [1.6276, 0.6235, -0.4339], [-1.0836, -1.3841, 0.2211], [-0.6458, 1.1922, 0.4266], [0.8257, 1.6321, -0.1781], [-1.6788, -0.1703, 0.3660], [-3.4382, 0.1685, 0.0136], [2.1933, -1.4782, -0.4815], [0.5095, -2.7830, -0.1377], [2.5963, 0.9334, -0.7806], [-1.8740, -2.2554, 0.1653], [-0.4269, 1.2851, 1.4010], [-1.3388, 2.0246, 0.1381], [1.0516, 2.7411, -0.3330]], "mulliken_charge": [-0.310, -0.200, -0.306, -0.251, -0.978, -0.161, 0.207, -0.119, 0.312, 0.194, 0.291, 0.200, 0.455, 0.346, 0.318]}